Record 1
Computed, not measured: a structure of composition C4H10N2O2, with the ωB97M-V functional and the def2-TZVPD basis.

```
18
Properties=species:S:1:pos:R:3:nbo_charge:R:1
C -1.22569 -1.95384 0.18033 -0.71
N -0.57503 0.41324 0.09164 -0.25
C -1.55319 -0.51810 -0.12810 0.63
O -1.05612 1.72177 -0.10835 -0.58
O -2.62940 -0.18110 -0.61713 -0.64
H -1.96113 1.57201 -0.46709 0.50
H 0.37230 0.49404 1.90461 0.04
H -0.85543 -2.45197 -0.71764 0.23
H -2.14587 -2.45495 0.47722 0.25
H -0.49205 -2.03787 0.98066 0.22
C 1.65853 1.60353 -0.53708 -0.71
C 1.10241 0.25258 -0.29389 0.56
N 1.64726 -0.81704 -0.56157 -0.65
H 1.23175 -1.71585 -0.36677 0.38
H 1.15940 0.25651 1.93934 -0.04
H 2.72421 1.59653 -0.32830 0.25
H 1.42596 1.89222 -1.56115 0.26
H 1.17207 2.32829 0.11324 0.26
```

Kohn-Sham gap: 10.005 eV
LUMO: 0.9 eV
HOMO level: -9.08 eV
energy above the lowest of the compared OMol25 structures with the same formula, charge and spin: 494.5 kJ/mol
2S+1: 1

=====

Record 2
Computed, not measured: a cluster of 2 separate species, H4NP in total, with the ωB97M-V functional and the def2-TZVPD basis.

```
6
Properties=species:S:1:pos:R:3:nbo_charge:R:1
N -0.56947 0.07986 0.01148 -1.10
P 3.55004 -0.16599 0.10096 0.11
H -1.12431 -0.21462 0.80200 0.37
H -0.87317 -0.35174 -0.84665 0.37
H 2.81118 -1.10082 -0.59728 -0.12
H -0.36256 1.05440 -0.03285 0.37
```

Kohn-Sham gap (spin up / spin down): 7.449 / 7.356 eV
LUMO (spin up / spin down): -1.2 / -1.2 eV
HOMO level (spin up / spin down): -8.63 / -8.55 eV
energy above the lowest of the compared OMol25 structures with the same formula, charge and spin: 233.0 kJ/mol
2S+1: 1

=====

Record 3
Computed, not measured: a cluster of 2 separate species, C4H12 in total, with the ωB97M-V functional and the def2-TZVPD basis.

```
16
Properties=species:S:1:pos:R:3:nbo_charge:R:1
C -1.81967 -1.29277 0.04806 -0.61
C -2.21830 -0.43000 -1.20310 -0.62
H -1.72527 -2.32305 -0.18980 0.20
H -0.89403 -0.87722 0.34136 0.20
H -2.54709 -1.06552 0.78341 0.20
H -1.61220 -0.61900 -2.19971 0.21
H -3.27600 -0.68588 -1.54157 0.20
H -2.31541 0.66195 -0.89634 0.21
C 1.56815 0.24267 0.51648 -0.61
C 2.50405 1.35270 0.72430 -0.61
H 1.77118 -0.66533 1.01677 0.21
H 0.58789 0.61306 0.78598 0.20
H 1.46290 0.11644 -0.55192 0.21
H 2.46793 2.08432 -0.06358 0.20
H 3.50591 0.98543 0.72467 0.20
H 2.53993 1.90221 1.70497 0.20
```

Kohn-Sham gap: 12.408 eV
SMILES: CC.CC
LUMO: 1.1 eV
HOMO level: -11.31 eV
energy above the lowest of the compared OMol25 structures with the same formula, charge and spin: 74.3 kJ/mol
2S+1: 1

=====

Record 4
Computed, not measured: the molecule C20H24ClN3O3S, with the ωB97M-V functional and the def2-TZVPD basis.

```
52
Properties=species:S:1:pos:R:3:nbo_charge:R:1
C -4.38760 4.06926 0.71834 -0.25
O -3.17072 3.36380 0.62544 -0.53
C -3.09608 2.32004 1.57484 -0.07
C -1.81870 1.57039 1.37349 -0.10
C -0.91778 1.28492 2.35846 -0.39
S 0.41304 0.38234 1.79380 0.51
C -0.20942 0.39128 0.19374 -0.33
C 0.52217 -0.31569 -0.87815 0.68
O 1.34244 -1.17227 -0.62381 -0.58
N 0.13725 0.03560 -2.18204 -0.49
C 0.56154 1.40736 -2.52229 -0.21
C -0.08648 1.87361 -3.80852 -0.41
C 0.30196 0.92393 -4.92762 -0.40
C -0.08917 -0.50198 -4.56168 -0.06
N 0.34684 -1.42862 -5.59313 -0.61
C -0.40566 -1.67492 -6.69335 0.67
O -1.49332 -1.15207 -6.87184 -0.63
C 0.17018 -2.65273 -7.67868 -0.14
C 1.53632 -2.89178 -7.80399 -0.23
C 1.98082 -3.80381 -8.74555 -0.20
C 1.07250 -4.47256 -9.54545 -0.08
Cl 1.65450 -5.61108 -10.72516 -0.01
C -0.30282 -4.24595 -9.44342 0.14
N -1.21308 -4.94794 -10.21020 -0.79
C -0.72844 -3.31561 -8.49566 -0.17
C 0.46361 -0.96988 -3.20682 -0.03
C -0.15796 -2.31614 -2.84627 -0.63
C -1.40322 1.04886 0.12063 -0.19
H -4.37298 4.84674 -0.04174 0.20
H -5.24452 3.40885 0.54073 0.17
H -4.50374 4.53433 1.70420 0.17
H -3.14196 2.72253 2.59500 0.17
H -3.95665 1.64752 1.44818 0.17
H -0.98086 1.56871 3.39772 0.24
H 0.30404 2.06015 -1.69091 0.22
H 1.65610 1.43262 -2.63677 0.17
H -1.17272 1.89184 -3.68355 0.21
H 0.23665 2.89198 -4.03068 0.22
H -0.17918 1.18637 -5.87059 0.23
H 1.38561 0.96508 -5.08594 0.19
H -1.18028 -0.56078 -4.51932 0.22
H 1.19533 -1.94966 -5.45345 0.40
H 2.26157 -2.35026 -7.21127 0.21
H 3.03672 -3.99729 -8.87517 0.23
H -2.11636 -4.51726 -10.31498 0.39
H -0.85533 -5.36256 -11.05512 0.39
H -1.78322 -3.09527 -8.38718 0.23
H 1.55828 -1.07228 -3.28702 0.18
H -0.06451 -3.01072 -3.68009 0.22
H 0.31406 -2.76098 -1.97620 0.24
H -1.22196 -2.17823 -2.64295 0.21
H -1.96375 1.15298 -0.79739 0.24
```

Kohn-Sham gap: 8.844 eV
SMILES: COCc1csc(C(=O)N2CCC[C@@H](NC(=O)c3ccc(Cl)c(N)c3)[C@@H]2C)c1
LUMO: 0.4 eV
HOMO level: -8.43 eV
energy above the lowest of the compared OMol25 structures with the same formula, charge and spin: 1.7 kJ/mol
2S+1: 1